Entry 1:
DFT (the ωB97M-V functional and the def2-TZVPD basis) results for an isolated ion of composition C4H8N3OS and charge +1.

Net charge   +1
Kohn-Sham gap (spin up / spin down)   7.0091 / 7.0167 eV
Largest force on an atom   5.55 eV/A
Highest occupied orbital energy (spin up / spin down)   -11.763 / -11.771 eV

Positions of all 17 atoms, in Å:
C  0.464  -1.397  0.766
C  -0.890  1.338  -0.207
C  -0.526  -0.656  -1.666
C  0.517  1.012  0.165
N  -0.984  2.368  -0.929
N  0.827  -0.043  0.887
N  0.363  -2.219  1.833
O  1.470  1.757  -0.203
S  0.001  -2.031  -0.808
H  -1.768  0.711  0.317
H  -1.551  -0.388  -1.480
H  -0.174  -0.361  -2.727
H  -1.918  2.649  -1.259
H  1.859  -0.035  1.307
H  0.780  -2.114  2.819
H  0.343  -3.241  1.605
H  1.186  2.651  -0.418

These are the Mulliken partial charges, in e, on atoms 1 to 5:
1. C 0.40
2. C 0.05
3. C -0.67
4. C 0.22
5. N -0.67

---

Entry 2:
DFT (the ωB97M-V functional and the def2-TZVPD basis) results for C30H90AsF6N18O12 as an isolated structure.

Net charge   -1
Kohn-Sham gap   8.1329 eV
Largest force on an atom   6.87 eV/A
Highest occupied orbital energy   -6.533 eV

Positions of all 157 atoms, in Å:
As  -0.656  -0.140  0.195
F  0.974  0.271  0.643
F  -0.182  0.068  -1.566
F  -2.342  -0.502  -0.236
F  -1.087  -0.112  1.964
F  -1.025  1.626  0.230
F  -0.220  -1.906  0.249
C  2.235  5.878  -2.851
O  1.571  6.699  -2.215
N  3.127  6.201  -3.751
N  2.087  4.545  -2.692
H  3.354  7.132  -4.072
H  3.618  5.421  -4.163
H  2.520  3.953  -3.386
H  1.643  4.120  -1.891
C  -6.326  3.331  1.814
O  -5.796  4.329  1.363
N  -7.493  3.291  2.378
N  -5.688  2.232  1.727
H  -7.686  2.486  2.957
H  -8.043  4.136  2.327
H  -4.968  2.205  1.020
H  -5.858  1.431  2.318
C  5.038  -1.412  4.557
O  5.936  -1.220  3.768
N  3.768  -1.177  4.292
N  5.178  -1.903  5.771
H  3.001  -1.105  4.944
H  3.533  -0.824  3.375
H  4.369  -2.090  6.346
H  6.100  -2.037  6.161
C  3.191  -0.021  -6.082
O  3.212  1.156  -5.675
N  3.897  -0.506  -6.998
N  2.276  -0.898  -5.624
H  4.589  0.165  -7.299
H  3.588  -1.352  -7.456
H  2.284  -1.847  -5.970
H  1.793  -0.536  -4.814
C  -0.339  5.491  3.948
O  -0.091  6.121  2.871
N  -1.244  4.570  4.157
N  0.195  5.764  5.103
H  -1.271  4.098  5.050
H  -1.799  4.329  3.348
H  -0.289  5.467  5.938
H  0.799  6.571  5.167
C  -1.294  0.866  8.178
O  -1.862  1.883  8.271
N  -0.632  0.410  9.184
N  -1.205  0.191  7.093
H  0.037  -0.331  9.030
H  -0.558  1.087  9.930
H  -1.674  0.408  6.225
H  -0.785  -0.723  7.177
C  -5.816  -4.103  2.449
C  -7.067  -4.116  3.267
C  -8.092  -2.931  3.043
O  -7.549  -1.714  3.513
C  -7.444  -1.532  4.955
N  -7.823  -5.338  2.938
H  -5.444  -3.080  2.397
H  -5.923  -4.391  1.403
H  -5.056  -4.777  2.845
H  -6.804  -4.231  4.319
H  -9.090  -3.165  3.414
H  -8.180  -2.869  1.958
H  -6.535  -2.050  5.258
H  -8.274  -1.951  5.524
H  -7.404  -0.456  5.126
H  -8.567  -5.432  3.615
H  -8.342  -5.255  2.076
C  -3.393  -3.217  -5.004
C  -4.612  -2.594  -5.829
C  -5.295  -3.684  -6.810
O  -5.963  -3.045  -7.795
C  -7.400  -3.086  -7.737
N  -5.532  -1.907  -4.924
H  -3.610  -4.144  -4.474
H  -2.897  -2.522  -4.327
H  -2.530  -3.475  -5.618
H  -4.095  -1.911  -6.503
H  -5.901  -4.465  -6.352
H  -4.426  -4.133  -7.292
H  -7.868  -2.484  -8.515
H  -7.788  -2.589  -6.847
H  -7.772  -4.099  -7.892
H  -4.949  -1.382  -4.288
H  -6.118  -1.234  -5.398
C  0.284  -7.566  1.800
C  1.337  -6.921  2.746
C  2.514  -6.355  2.024
O  3.112  -7.450  1.264
C  4.244  -7.147  0.523
N  0.591  -5.816  3.348
H  -0.615  -7.746  2.390
H  0.568  -8.567  1.476
H  0.088  -6.969  0.910
H  1.556  -7.677  3.501
H  3.342  -6.024  2.651
H  2.364  -5.449  1.437
H  4.017  -7.085  -0.541
H  4.909  -8.009  0.581
H  4.826  -6.274  0.816
H  0.517  -5.190  2.559
H  -0.362  -6.131  3.463
C  5.173  4.452  1.581
C  6.255  3.454  1.194
C  7.159  4.111  0.143
O  8.377  3.436  0.003
C  9.199  3.916  -0.987
N  7.082  3.245  2.406
H  4.601  4.815  0.727
H  5.489  5.382  2.055
H  4.529  3.890  2.258
H  5.721  2.549  0.905
H  7.431  5.153  0.308
H  6.650  3.993  -0.814
H  8.750  4.127  -1.958
H  10.019  3.211  -1.129
H  9.573  4.896  -0.690
H  6.468  2.968  3.158
H  7.389  4.139  2.762
C  -3.718  5.112  -3.040
C  -3.793  6.537  -2.492
C  -5.127  7.277  -2.465
O  -4.897  8.532  -1.951
C  -6.009  9.299  -1.689
N  -3.229  6.408  -1.144
H  -3.868  5.029  -4.116
H  -4.504  4.549  -2.536
H  -2.753  4.632  -2.877
H  -3.314  7.286  -3.121
H  -5.755  6.581  -1.909
H  -5.618  7.381  -3.432
H  -6.722  9.257  -2.512
H  -5.704  10.341  -1.589
H  -6.474  8.902  -0.787
H  -4.038  6.016  -0.683
H  -2.652  5.580  -1.178
C  5.735  -2.747  -1.903
C  7.247  -2.868  -1.465
C  8.027  -3.620  -2.473
O  7.568  -4.967  -2.345
C  7.992  -5.731  -3.510
N  7.761  -1.496  -1.322
H  5.439  -3.706  -2.329
H  5.582  -1.807  -2.434
H  5.185  -2.577  -0.978
H  7.282  -3.444  -0.540
H  9.096  -3.707  -2.281
H  7.958  -3.127  -3.443
H  7.356  -6.614  -3.457
H  9.031  -6.000  -3.321
H  8.005  -5.190  -4.457
H  7.254  -0.910  -1.969
H  8.560  -1.504  -1.939

These are the Mulliken partial charges, in e, on atoms 1 to 5:
1. As 2.11
2. F -0.47
3. F -0.53
4. F -0.50
5. F -0.55

---

Entry 3:
DFT (the ωB97M-V functional and the def2-TZVPD basis) results for C14H9EuF7N2O3S as an isolated structure.

Net charge   +2
Multiplicity   8
Kohn-Sham gap (spin up / spin down)   5.9491 / 4.6357 eV
Largest force on an atom   5.66 eV/A
Highest occupied orbital energy (spin up / spin down)   -13.344 / -14.709 eV

Positions of all 37 atoms, in Å:
C  2.575  -1.347  1.994
C  2.059  -2.216  0.775
O  1.398  -3.196  0.977
N  2.410  -1.709  -0.576
C  3.085  -2.711  -1.408
N  1.328  -1.087  -1.210
C  0.181  -1.895  -1.603
O  0.057  -2.906  -2.408
C  -0.972  -1.281  -0.837
C  -2.330  -1.792  -0.586
C  -3.234  -0.974  0.209
C  -2.801  0.340  0.792
S  -4.002  1.261  1.743
C  -1.408  0.863  0.578
C  -0.886  2.195  1.185
F  -1.391  2.439  2.457
F  0.491  2.209  1.355
C  -1.392  3.421  0.275
F  -2.332  4.134  0.986
F  -2.020  2.881  -0.834
C  -0.248  4.429  -0.131
F  0.261  5.000  1.001
F  0.709  3.868  -0.916
F  -0.827  5.438  -0.864
C  -0.553  0.049  -0.244
C  0.903  0.227  -0.751
O  1.637  1.149  -0.869
H  1.798  -1.385  2.794
H  3.504  -1.859  2.354
H  2.813  -0.306  1.642
H  3.327  -2.316  -2.478
H  4.081  -3.004  -0.974
H  2.438  -3.664  -1.553
H  -2.674  -2.776  -0.974
H  -4.269  -1.336  0.402
H  -5.236  0.703  1.461
Eu  1.521  -2.847  -3.768

These are the Mulliken partial charges, in e, on atoms 1 to 5:
1. C -0.93
2. C 0.40
3. O -0.45
4. N 0.08
5. C -0.59

---

Entry 4:
DFT (the ωB97M-V functional and the def2-TZVPD basis) results for C4H7LiO2Sn as an isolated structure.

Net charge   +2
Kohn-Sham gap (spin up / spin down)   5.5311 / 7.4057 eV
Largest force on an atom   11.41 eV/A
Highest occupied orbital energy (spin up / spin down)   -16.105 / -16.660 eV

Positions of all 15 atoms, in Å:
O  1.783  -0.322  -0.837
C  1.688  0.588  -1.715
C  0.505  1.421  -1.589
Li  3.257  1.716  -0.722
Sn  -0.130  -0.789  0.259
H  2.212  0.569  -2.669
H  0.526  2.077  -0.732
H  0.128  1.829  -2.514
C  -1.950  -0.100  1.185
C  -1.401  0.724  0.022
O  -1.293  -1.073  1.836
H  -2.991  -0.021  1.486
H  -1.124  1.533  0.657
H  -1.724  1.460  -0.726
H  -0.394  -1.047  2.142

These are the Mulliken partial charges, in e, on atoms 1 to 5:
1. O -0.55
2. C -0.35
3. C -0.81
4. Li 0.98
5. Sn 0.95

---

Entry 5:
DFT (the ωB97M-V functional and the def2-TZVPD basis) results for C40H31Br2N3O4Zr as an isolated structure.

Net charge   0
Kohn-Sham gap   7.1473 eV
Largest force on an atom   0.90 eV/A
Highest occupied orbital energy   -8.289 eV

Positions of all 81 atoms, in Å:
Zr  -0.340  0.260  -0.821
C  2.560  -0.011  -3.534
C  2.688  -1.372  -2.906
C  3.911  -2.030  -2.917
C  4.025  -3.321  -2.428
C  2.899  -3.980  -1.967
C  1.656  -3.356  -1.963
C  0.424  -4.152  -1.625
C  1.573  -2.023  -2.374
N  0.297  -1.330  -2.332
C  -0.447  -1.707  -3.417
O  -0.151  -2.513  -4.281
C  -1.752  -0.994  -3.499
C  -2.677  -1.253  -4.487
C  -3.841  -0.501  -4.512
C  -4.035  0.469  -3.541
C  -3.062  0.642  -2.582
N  -1.932  -0.065  -2.563
C  -3.221  1.599  -1.448
O  -4.137  2.399  -1.467
N  -2.273  1.416  -0.481
C  -2.503  2.317  0.631
C  -2.155  3.668  0.511
C  -1.494  4.191  -0.733
C  -2.454  4.531  1.557
C  -3.109  4.076  2.691
C  -3.444  2.740  2.800
C  -3.145  1.843  1.777
C  -3.542  0.397  1.935
H  3.537  0.460  -3.639
H  1.918  0.655  -2.963
H  2.119  -0.106  -4.529
H  4.782  -1.526  -3.321
H  4.985  -3.823  -2.433
H  2.974  -5.005  -1.618
H  0.674  -5.023  -1.017
H  -0.032  -4.500  -2.555
H  -0.327  -3.560  -1.105
H  -2.457  -2.028  -5.207
H  -4.591  -0.672  -5.274
H  -4.916  1.094  -3.496
H  -0.625  3.592  -0.998
H  -1.156  5.214  -0.581
H  -2.196  4.179  -1.569
H  -2.177  5.576  1.474
H  -3.364  4.768  3.486
H  -3.957  2.375  3.683
H  -4.500  0.325  2.450
H  -2.804  -0.142  2.536
H  -3.634  -0.105  0.974
Br  -0.958  -1.785  0.945
C  0.864  -2.414  1.222
C  1.019  -3.558  1.932
C  2.334  -3.979  2.224
C  3.398  -3.212  1.841
C  3.213  -2.006  1.121
C  4.302  -1.170  0.774
C  4.080  0.014  0.136
C  2.769  0.384  -0.241
C  1.678  -0.412  -0.001
C  1.907  -1.594  0.750
H  0.165  -4.125  2.281
H  2.485  -4.901  2.770
H  4.409  -3.510  2.094
H  5.306  -1.486  1.035
H  4.908  0.674  -0.096
H  2.645  1.339  -0.746
Br  -0.825  1.183  7.227
C  -0.349  1.609  5.441
C  -0.572  2.891  4.965
C  -0.252  3.189  3.650
C  0.263  2.209  2.816
C  0.518  0.941  3.323
C  0.217  0.631  4.641
C  0.575  2.536  1.391
O  1.109  3.566  1.072
O  0.200  1.615  0.509
H  -0.984  3.649  5.616
H  -0.412  4.187  3.260
H  0.991  0.200  2.692
H  0.423  -0.356  5.034

These are the Mulliken partial charges, in e, on atoms 1 to 5:
1. Zr 1.24
2. C -1.67
3. C 1.57
4. C -0.92
5. C -0.95

---

Entry 6:
DFT (the ωB97M-V functional and the def2-TZVPD basis) results for C17H12AuN3S2 as an isolated structure.

Net charge   0
Kohn-Sham gap   7.2078 eV
Largest force on an atom   0.42 eV/A
Highest occupied orbital energy   -8.050 eV

Positions of all 35 atoms, in Å:
Au  -2.449  0.844  1.139
S  1.372  -2.315  0.211
C  2.392  -0.919  0.205
C  3.718  -0.797  -0.201
C  4.320  0.444  -0.095
C  3.614  1.539  0.416
C  2.296  1.417  0.816
C  1.668  0.178  0.696
N  0.354  -0.093  1.029
C  0.041  -1.328  0.847
C  -1.275  -1.951  1.119
C  -1.340  -3.349  1.102
C  -2.517  -4.018  1.381
C  -3.644  -3.283  1.713
C  -3.591  -1.897  1.719
C  -2.432  -1.181  1.398
H  4.261  -1.651  -0.589
H  5.351  0.565  -0.403
H  4.113  2.498  0.502
H  1.740  2.261  1.207
H  -0.449  -3.925  0.874
H  -2.553  -5.100  1.341
H  -4.571  -3.790  1.959
H  -4.490  -1.349  1.977
S  -2.349  3.202  0.568
C  -1.276  2.932  -0.714
N  -1.616  2.017  -1.678
C  -0.802  1.677  -2.690
C  0.413  2.277  -2.798
C  0.711  3.243  -1.826
N  -0.097  3.568  -0.840
H  -2.508  1.557  -1.554
H  -1.164  0.928  -3.379
H  1.095  2.032  -3.596
H  1.663  3.767  -1.854

These are the Mulliken partial charges, in e, on atoms 1 to 5:
1. Au -0.16
2. S -0.38
3. C 0.92
4. C -0.57
5. C -0.48

---

Entry 7:
DFT (the ωB97M-V functional and the def2-TZVPD basis) results for C26H31OPPdS4 as an isolated structure.

Net charge   +2
Kohn-Sham gap   6.4546 eV
Largest force on an atom   0.14 eV/A
Highest occupied orbital energy   -13.787 eV

Positions of all 64 atoms, in Å:
Pd  -1.480  0.677  0.160
C  -2.852  3.299  1.276
C  -2.048  3.863  0.116
S  -1.368  2.629  -1.056
C  -2.682  2.370  -2.302
C  -3.736  1.353  -1.904
S  -2.895  -0.196  -1.429
C  -4.102  -0.964  -0.294
C  -3.365  -1.908  0.637
S  -1.893  -1.185  1.449
C  -2.521  -0.442  2.999
C  -3.107  0.954  2.872
S  -1.844  2.059  2.155
H  -3.773  2.824  0.941
H  -3.108  4.105  1.965
H  -1.162  4.387  0.478
H  -2.632  4.581  -0.461
H  -2.140  2.045  -3.191
H  -3.129  3.337  -2.531
H  -4.400  1.145  -2.745
H  -4.332  1.694  -1.059
H  -4.836  -1.511  -0.888
H  -4.609  -0.169  0.251
H  -2.963  -2.764  0.093
H  -4.027  -2.289  1.414
H  -1.643  -0.435  3.646
H  -3.236  -1.139  3.436
H  -3.389  1.326  3.858
H  -3.988  0.971  2.231
O  0.771  0.739  0.664
P  1.784  -0.217  0.061
C  3.255  -0.280  1.073
C  3.324  0.496  2.225
C  4.476  0.479  2.998
C  5.552  -0.309  2.620
C  5.486  -1.085  1.466
C  4.341  -1.071  0.692
C  1.123  -1.892  -0.057
C  1.351  -2.819  0.956
C  0.705  -4.048  0.937
C  -0.171  -4.358  -0.093
C  -0.402  -3.440  -1.112
C  0.240  -2.211  -1.092
C  2.238  0.286  -1.599
C  2.733  -0.625  -2.533
C  3.145  -0.184  -3.780
C  3.067  1.165  -4.099
C  2.584  2.077  -3.171
C  2.174  1.641  -1.921
H  2.478  1.110  2.506
H  4.535  1.083  3.893
H  6.450  -0.320  3.222
H  6.330  -1.695  1.175
H  4.295  -1.675  -0.208
H  2.038  -2.582  1.760
H  0.896  -4.770  1.720
H  -0.653  -5.327  -0.117
H  -1.052  -3.696  -1.940
H  0.078  -1.507  -1.900
H  2.799  -1.679  -2.291
H  3.531  -0.890  -4.503
H  3.394  1.507  -5.072
H  2.545  3.130  -3.416
H  1.819  2.349  -1.182

These are the Mulliken partial charges, in e, on atoms 1 to 5:
1. Pd 1.35
2. C -0.53
3. C -0.97
4. S 0.11
5. C -0.98

---

Entry 8:
DFT (the ωB97M-V functional and the def2-TZVPD basis) results for a 2-piece molecular cluster, C3H4O2S overall.

Net charge   0
Kohn-Sham gap   8.8665 eV
Largest force on an atom   3.89 eV/A
Highest occupied orbital energy   -8.756 eV

Positions of all 10 atoms, in Å:
O  -3.005  -1.712  0.139
C  -2.369  -0.734  -0.032
C  -2.337  0.562  0.095
C  -1.958  1.808  -0.632
O  -1.747  1.592  0.768
H  -0.962  1.902  -1.169
H  -2.690  2.618  -0.754
S  0.591  -1.604  0.570
H  1.521  -2.116  -0.330
H  -0.445  -2.113  -0.245

These are the Mulliken partial charges, in e, on atoms 1 to 5:
1. O -0.38
2. C 0.21
3. C 0.16
4. C -0.11
5. O -0.35

---

Entry 9:
DFT (the ωB97M-V functional and the def2-TZVPD basis) results for a 3-piece molecular cluster, C4H12NS overall.

Net charge   +1
Kohn-Sham gap   4.3720 eV
Largest force on an atom   5.22 eV/A
Highest occupied orbital energy   -13.293 eV

Positions of all 18 atoms, in Å:
C  2.288  0.090  -0.874
C  2.998  -0.451  0.316
C  4.221  -0.002  0.738
C  -0.599  -0.469  0.037
S  -1.609  0.829  -0.492
N  -5.327  0.456  -0.033
H  2.082  -0.529  -1.701
H  2.995  0.965  -1.164
H  1.295  0.471  -0.629
H  2.358  -1.173  0.924
H  4.842  -0.230  1.538
H  4.674  0.640  0.037
H  -0.596  -1.309  -0.633
H  -0.837  -0.840  1.082
H  -2.921  0.613  -0.406
H  -4.385  0.674  0.489
H  -6.001  0.824  0.605
H  -5.479  -0.559  0.166

These are the Mulliken partial charges, in e, on atoms 1 to 5:
1. C -0.59
2. C 0.37
3. C -0.82
4. C -0.30
5. S 0.07

---

no.,electronic energy (eV)
1,-21620.411
2,-161106.367
3,-72949.075
4,-14365.550
5,-196013.669
6,-47657.183
7,-85610.916
8,-18101.600
9,-16654.286